[1]
Computed, not measured: 2 unconnected molecules or ions with the total composition C5H15N4O in a non-equilibrium geometry, with the ωB97M-V functional and the def2-TZVPD basis.

Calculated values
Orbital gap (spin up / spin down): 3.909 / 9.533 eV
Energy relative to the best compared isomer or geometry (same formula, charge and spin): 93.35 kJ/mol
Expectation value of S²: 0.755
Spin multiplicity: 2
Net charge: 0
Electronic energy: -493.63986 a.u.

The geometry in XYZ format:
```
25
C5H15N4O, DFT the ωB97M-V functional and the def2-TZVPD basis
C -1.0231 0.3794 2.4472
C 0.2371 -0.4466 2.5030
O 0.9205 -0.6179 1.5081
N 0.6718 -0.7329 3.6826
H -1.0544 1.2969 3.0019
H -1.8413 -0.2801 2.6378
H 1.4922 -1.2565 3.7302
H -0.0346 -0.8046 4.4270
H -1.2889 0.6832 1.4284
C -1.5584 0.4971 -1.9401
C -1.8879 1.7662 -2.7582
C 0.8332 -0.2506 -1.3139
N -0.2094 0.6785 -1.3242
N 0.3791 -1.6358 -1.3819
N 2.0564 0.1533 -1.2760
H -2.3345 0.5080 -1.0516
H -1.7786 -0.4007 -2.5516
H -1.5767 1.6419 -3.7164
H -1.6424 2.7617 -2.2254
H 0.1515 1.6038 -1.5591
H -0.5156 -1.7595 -1.9034
H 0.9900 -2.3589 -1.1456
H 2.2524 1.0499 -0.9724
H 2.8876 -0.4690 -0.8130
H -2.9615 1.8119 -2.8831
```

Results of the Mulliken charge analysis, in e, for atoms 1 through 4: -0.929 0.255 -0.375 -0.341

=====

[2]
Computed, not measured: a molecular structure, C6H9Cl in a non-equilibrium geometry, with the ωB97M-V functional and the def2-TZVPD basis.

Calculated values
Orbital gap: 10.986 eV
Energy relative to the best compared isomer or geometry (same formula, charge and spin): 313.85 kJ/mol
Net charge: 0
Electronic energy: -694.05370 a.u.

The geometry in XYZ format:
```
16
C6H9Cl, DFT the ωB97M-V functional and the def2-TZVPD basis
C 2.9765 1.1405 0.5746
C 2.2459 0.3422 0.0678
C -0.8294 0.9603 0.6621
C -1.5918 -0.9399 -0.7854
C 0.7928 -0.8767 -0.1063
C -0.4360 0.0310 -0.4272
Cl 0.7121 -1.6200 1.5134
H 3.6458 1.8657 0.8680
H -1.7110 1.5413 0.4017
H -0.1536 1.6438 0.9868
H -1.2286 0.3523 1.5128
H -1.8804 -1.7098 -0.1791
H -2.3695 -0.4711 -1.2909
H -1.1061 -1.3974 -1.6630
H 1.1491 -1.4539 -0.8931
H -0.2158 0.5915 -1.2422
```

Results of the Mulliken charge analysis, in e, for atoms 1 through 4: 0.056 -0.816 -1.553 -1.513

=====

[3]
Computed, not measured: 2 unconnected molecules or ions with the total composition C2H6ClPS in a non-equilibrium geometry, with the ωB97M-V functional and the def2-TZVPD basis.

Calculated values
Orbital gap (spin up / spin down): 6.671 / 7.981 eV
Energy relative to the best compared isomer or geometry (same formula, charge and spin): 208.80 kJ/mol
Net charge: 0
Electronic energy: -1279.46266 a.u.

The geometry in XYZ format:
```
11
C2H6ClPS, DFT the ωB97M-V functional and the def2-TZVPD basis
C 1.0342 -0.7788 -1.9212
C 0.0999 0.6348 1.5945
P -0.8548 -0.1051 0.1334
S -2.2642 -1.3986 0.7748
Cl -1.7166 1.6416 -0.4629
H 0.5838 -1.8405 -1.9154
H 0.7852 0.0258 -2.7357
H 1.7662 -0.5952 -1.1413
H 0.4386 1.6187 1.2526
H -0.6725 0.8054 2.3764
H 0.8002 -0.0082 2.0449
```

Results of the Mulliken charge analysis, in e, for atoms 1 through 4: -0.879 -0.974 0.479 -0.362

=====

[4]
Computed, not measured: 13 unconnected molecules or ions with the total composition C5H37N2O13 in a non-equilibrium geometry, with the ωB97M-V functional and the def2-TZVPD basis.

Calculated values
Orbital gap: 8.952 eV
Energy relative to the best compared isomer or geometry (same formula, charge and spin): 309.93 kJ/mol
Net charge: +1
Electronic energy: -1300.12007 a.u.

The geometry in XYZ format:
```
57
C5H37N2O13, DFT the ωB97M-V functional and the def2-TZVPD basis
C -0.1539 1.6827 2.4101
O 1.0722 1.0936 2.8213
C -1.2180 0.5659 2.4459
C -0.8834 -0.7227 1.5974
C 0.1311 -0.4000 0.5074
C -0.1413 0.2509 -0.6290
N 0.6116 0.3844 -1.7891
N 1.4655 -0.9131 0.8562
H -0.5152 2.3586 3.2202
H -0.0180 2.0735 1.4139
H 0.9852 0.7577 3.7204
H -2.2236 0.9049 2.2743
H -1.3683 0.2492 3.4965
H -0.5637 -1.5328 2.2495
H -1.8566 -0.8775 1.0493
H -1.1541 0.6568 -0.6260
H 1.6056 0.2271 -1.8065
H 0.5591 1.3627 -2.0849
H 2.1406 -0.8381 0.0990
H 1.8578 -0.2262 1.5087
H 1.5114 -1.8982 1.2209
H -6.2346 -0.2143 -1.2202
H -4.9121 -0.9349 -0.9596
O -5.4317 -0.1677 -0.6901
H -2.3914 3.8632 -1.3202
H -2.1268 4.5705 0.0302
O -1.7265 4.3774 -0.8241
H -3.9452 1.5157 -0.9729
H -3.6982 2.4300 -2.2120
O -3.6638 2.3986 -1.2466
H -0.1882 -3.7592 -0.7663
H 1.2032 -4.0322 -1.1175
O 0.5841 -4.2403 -0.3855
H 2.8423 -3.9462 -2.8118
H 1.7932 -3.2144 -3.5830
O 2.0366 -3.4290 -2.6736
H 2.1004 -1.5537 4.8642
H 1.6423 -1.8295 3.4366
O 1.6412 -1.1485 4.1175
H -0.9684 1.0755 -3.7996
H -0.7669 2.4524 -4.3301
O -1.3246 1.9693 -3.7080
H 1.4499 -3.7604 0.8792
H 0.9754 -3.7745 2.4019
O 1.6809 -3.4833 1.8150
H 4.0568 -0.8004 -1.6299
H 4.1481 0.3665 -0.5083
O 3.8486 -0.5225 -0.7355
H 2.1184 2.4963 0.2096
H 2.8016 2.3535 1.5822
O 2.6572 1.8764 0.7580
H 0.1307 4.0779 -0.1487
H 1.1405 4.2734 -1.2252
O 0.9563 3.6685 -0.4921
H -0.7751 -2.1717 -2.1593
H -2.0687 -3.1016 -2.5952
O -1.4293 -2.8399 -1.9345
```

Results of the Mulliken charge analysis, in e, for atoms 1 through 4: 0.138 -0.459 -1.086 -0.767

=====

[5]
Computed, not measured: 2 unconnected molecules or ions with the total composition C6H10O2 in a non-equilibrium geometry, with the ωB97M-V functional and the def2-TZVPD basis.

Calculated values
Orbital gap: 9.587 eV
Energy relative to the best compared isomer or geometry (same formula, charge and spin): 217.21 kJ/mol
Net charge: 0
Electronic energy: -385.01967 a.u.
SMILES: CC(C)=O.CC=C=O

The geometry in XYZ format:
```
18
C6H10O2, DFT the ωB97M-V functional and the def2-TZVPD basis
C 2.1303 -0.2555 0.6536
C 1.8460 1.0006 0.9885
C -1.4930 -0.6229 0.3113
C 1.6095 2.0120 -0.2740
C -1.8025 0.0693 -0.9743
C -1.1148 -2.1053 0.3427
O 2.3634 -1.3917 0.4792
O -1.6173 -0.1192 1.3956
H 1.8928 1.1768 1.9766
H 0.5420 2.3160 -0.2251
H 1.8673 1.4598 -1.2497
H 2.2317 2.9097 -0.1438
H -2.8222 0.0296 -1.2839
H -1.1058 -0.3669 -1.7985
H -1.4781 1.1063 -0.9597
H -0.0208 -2.2573 0.6282
H -1.1731 -2.4032 -0.7860
H -1.8556 -2.5578 0.9195
```

Results of the Mulliken charge analysis, in e, for atoms 1 through 4: 0.508 -0.482 0.731 -0.851

=====

[6]
Computed, not measured: C5H4N4 in the gas phase in a non-equilibrium geometry, with the ωB97M-V functional and the def2-TZVPD basis.

Calculated values
Orbital gap: 8.112 eV
Energy relative to the best compared isomer or geometry (same formula, charge and spin): 579.33 kJ/mol
Net charge: 0
Electronic energy: -411.75764 a.u.
SMILES: C/N=C1/N=CC(C#N)=N1

The geometry in XYZ format:
```
13
C5H4N4, DFT the ωB97M-V functional and the def2-TZVPD basis
C -2.4158 -1.4159 -0.1089
C -1.0665 0.3596 -0.0099
C 0.7092 1.6759 -0.2191
C 1.0912 0.1614 0.0458
C 2.3714 -0.6334 0.1465
H -3.5752 -1.6938 -0.6571
H -2.5049 -1.6363 1.1766
H -1.7527 -1.9650 -0.8822
H 1.0022 2.7118 -0.1000
N -2.4192 0.1000 0.0347
N -0.5761 1.7350 0.0803
N -0.0321 -0.5398 0.2008
N 3.4123 -1.0527 -0.1250
```

Results of the Mulliken charge analysis, in e, for atoms 1 through 4: -0.600 0.430 -0.205 0.579